C24H23N3O5 | wB97M-V/def2-TZVPD

Bonds (Å) are listed after each position.
CARTESIAN COORDINATES (ANGSTROEM)
1 C -3.96030 -2.51401 0.00682  C2 1.319, H33 1.076, H34 1.077
2 C -4.91753 -2.16878 -0.83208  C1 1.319, C3 1.503, H35 1.082
3 C -5.75275 -0.92261 -0.73300  C2 1.503, O4 1.411, H36 1.100, H37 1.096
4 O -5.38463 -0.03632 0.30143  C3 1.411, C5 1.351
5 C -4.23887 0.67286 0.20004  O4 1.351, C6 1.394, C32 1.399
6 C -3.35604 0.63261 -0.87844  C5 1.394, C7 1.380, H38 1.078
7 C -2.20361 1.39076 -0.86068  C6 1.380, C8 1.393, H39 1.077
8 C -1.89835 2.20952 0.22403  C7 1.393, C9 1.462, C31 1.399
9 C -0.65509 2.97188 0.32517  C8 1.462, O10 1.324, C11 1.374
10 O -0.74541 4.11348 0.98992  C9 1.324, H40 0.999
11 C 0.56733 2.54692 -0.13755  C9 1.374, C12 1.434, C25 1.502
12 C 1.76161 3.27899 0.16791  C11 1.434, O13 1.229, C14 1.519
13 O 1.83063 4.36179 0.74538  C12 1.229
14 C 2.93396 2.45364 -0.33506  C12 1.519, O15 1.211, N16 1.356
15 O 4.10456 2.76417 -0.30763  C14 1.211
16 N 2.40652 1.29685 -0.80650  C14 1.356, C17 1.449, C25 1.461
17 C 3.10670 0.27886 -1.56373  N16 1.449, C18 1.527, H41 1.095, H42 1.099
18 C 4.54181 0.02879 -1.10543  C17 1.527, C19 1.530, H43 1.089, H44 1.091
19 C 4.63780 -0.41771 0.35499  C18 1.530, N20 1.439, H45 1.096, H46 1.092
20 N 3.81600 -1.56326 0.64156  C19 1.439, C21 1.367, C24 1.352
21 C 3.82245 -2.76437 -0.01157  N20 1.367, C22 1.365, H47 1.070
22 C 2.87400 -3.53206 0.60000  C21 1.365, N23 1.358, H48 1.072
23 N 2.29252 -2.83458 1.60952  C22 1.358, C24 1.304
24 C 2.87597 -1.66793 1.60746  N20 1.352, N23 1.304, H49 1.072
25 C 0.94575 1.26308 -0.81980  C11 1.502, N16 1.461, C26 1.498, H50 1.102
26 C 0.38710 0.05564 -0.13212  C25 1.498, C27 1.364, O30 1.353
27 C 0.05684 -0.18025 1.16966  C26 1.364, C28 1.415, H51 1.070
28 C -0.47166 -1.49169 1.21318  C27 1.415, C29 1.358, H52 1.069
29 C -0.42225 -1.95532 -0.06215  C28 1.358, O30 1.343, H53 1.071
30 O 0.09381 -1.02847 -0.88630  C26 1.353, C29 1.343
31 C -2.81083 2.28189 1.28179  C8 1.399, C32 1.373, H54 1.079
32 C -3.95495 1.52241 1.27479  C5 1.399, C31 1.373, H55 1.078
33 H -3.40912 -3.42990 -0.11176  C1 1.076
34 H -3.68605 -1.89977 0.84786  C1 1.077
35 H -5.18416 -2.79853 -1.67032  C2 1.082
36 H -5.76545 -0.40234 -1.70206  C3 1.100
37 H -6.78521 -1.20498 -0.49550  C3 1.096
38 H -3.55236 0.00129 -1.73013  C6 1.078
39 H -1.55581 1.36732 -1.72106  C7 1.077
40 H 0.16560 4.51604 1.06520  O10 0.999
41 H 2.52618 -0.64500 -1.47523  C17 1.095
42 H 3.12371 0.56789 -2.62428  C17 1.099
43 H 5.12542 0.94184 -1.21335  C18 1.089
44 H 4.96622 -0.73622 -1.75809  C18 1.091
45 H 5.68412 -0.65071 0.58458  C19 1.096
46 H 4.31953 0.39695 1.00895  C19 1.092
47 H 4.48617 -2.97160 -0.82537  C21 1.070
48 H 2.57556 -4.53750 0.38054  C22 1.072
49 H 2.65362 -0.87028 2.28769  C24 1.072
50 H 0.62148 1.23364 -1.87233  C25 1.102
51 H 0.17177 0.49596 1.99146  C27 1.070
52 H -0.81780 -2.01587 2.07808  C28 1.069
53 H -0.69885 -2.89364 -0.49801  C29 1.071
54 H -2.59366 2.92969 2.11645  C31 1.079
55 H -4.65398 1.55891 2.09509  C32 1.078

Calculated values
strongest force on any atom: 0.9 eV Å⁻¹
HOMO-LUMO gap: 7.98 eV
energy above the lowest of the compared OMol25 structures with the same formula, charge and spin: 56.0 kcal per mole
structure (SMILES): C=CCOc1ccc(/C(O)=C2/C(=O)C(=O)N(CCCn3ccnc3)[C@H]2c2ccco2)cc1
HOMO level: -8.47 eV

Here is what Mulliken gives for the atomic charges, in e: C -0.5566; C -0.1848; C -0.6351; O -0.4599; C 0.4893; C 0.0892; C -0.6996; C 0.0155; C 0.3776; O -0.5995; C -0.6372; C 0.5406; O -0.8211; C 0.3704; O -0.6549; N 0.4702; C -0.5315; C -1.1214; C -0.7191; N 0.3673; C -0.1602; C -0.7509; N -0.5137; C -0.2239; C 0.5753; C 0.6928; C -0.5062; C -0.8609; C -0.8194; O -0.4124; C -0.8140; C -0.6729; H 0.3168; H 0.2067; H 0.3546; H 0.3766; H 0.3835; H 0.4111; H 0.3853; H 0.4434; H 0.3765; H 0.2704; H 0.4782; H 0.4919; H 0.2377; H 0.4178; H 0.4013; H 0.4288; H 0.4546; H 0.2270; H 0.7500; H 0.4259; H 0.6093; H 0.4576; H 0.4623